Record 1
C33H55F3N9O9SV as an isolated structure in a non-equilibrium geometry. Source: the Open Molecules 2025 dataset; level of theory: the ωB97M-V functional and the def2-TZVPD basis.

Results
Frontier orbital gap (alpha / beta): 6.990 / 7.638 eV
⟨S²⟩: 2.013

Structure (ORCA input):
```
! wB97M-V def2-TZVPD RIJCOSX def2/J DEFGRID3
* xyz 0 3
H -2.510 -5.544 -2.694
S 3.587 0.115 1.195
H 1.962 -0.650 -1.794
H -2.026 2.813 -1.241
C 5.880 -2.061 -3.204
C 1.698 3.123 3.953
H -2.043 -1.927 -0.620
O -1.211 -0.260 -0.199
N 2.836 4.097 0.388
H 0.638 -1.730 -1.872
H -0.764 3.434 0.630
C 2.103 -2.088 -3.387
V 1.548 1.933 1.295
N -3.820 2.045 -2.086
C -4.004 3.497 -0.424
C -1.312 -3.932 2.382
H -3.826 4.257 0.316
C 1.274 3.736 5.278
H 0.499 4.706 2.281
H -4.661 1.420 4.374
H -3.442 1.521 -2.860
H 2.238 -2.310 -1.219
N -2.443 -2.790 -0.952
H -6.217 3.315 -0.294
H -0.319 0.078 -2.778
H -4.305 -5.453 -0.742
H -2.857 1.936 -5.763
F 5.858 0.635 0.057
H -1.154 1.473 3.018
C 0.252 0.570 4.342
C 3.732 -3.035 -5.869
C -5.138 2.064 -1.741
N -1.129 -3.659 3.711
C -0.189 3.939 2.649
H -0.413 -0.276 4.204
H 0.536 3.143 5.816
H -2.660 -1.337 -3.201
C -2.679 -4.680 -2.072
C 0.644 -2.848 2.677
O 0.283 0.138 1.320
C 1.728 -1.704 -1.962
C -1.947 -3.534 -1.990
H -5.865 1.489 -2.289
H 4.252 -2.356 -1.919
H 4.297 -3.594 -3.156
H 3.572 -2.918 -6.941
H 2.338 2.260 4.124
H 1.180 0.306 3.833
H 1.566 -2.355 2.419
H -0.952 2.387 4.445
H -0.565 2.315 -4.308
H -1.797 -3.883 4.427
C -2.391 1.374 -4.971
H -3.872 -0.185 -4.956
H -0.146 -3.459 0.646
O 3.446 -1.294 1.188
C -3.258 -0.224 3.747
N -3.485 0.268 1.597
C -3.102 2.818 -1.212
C 3.711 -1.673 -5.163
H 4.701 -3.511 -5.716
O 3.296 5.072 -0.109
H 2.273 3.864 3.396
C -0.383 1.813 3.708
H -1.920 2.898 1.779
H -3.928 -3.095 0.548
H 1.432 -1.541 -4.057
C -2.283 -0.417 -3.615
F 5.607 1.553 2.010
F 6.020 -0.556 1.850
C -1.231 3.719 1.575
C -1.165 0.342 -3.389
H 0.868 4.735 5.116
O 3.460 3.307 1.149
C 4.439 -2.514 -2.985
N -0.317 0.390 0.243
C -2.878 -0.583 2.479
O 1.614 3.742 0.232
H 4.652 -1.146 -5.324
C -4.284 1.152 2.261
H 1.904 -3.162 -3.549
H -2.212 -1.352 2.116
H -2.915 -0.663 4.668
H -2.168 -4.502 2.062
N 3.468 -1.719 -3.720
N 0.582 2.723 3.040
H -1.085 -3.185 -2.534
H 0.482 0.763 5.389
H -3.333 0.251 0.602
H 5.959 -0.993 -3.006
H 6.521 -2.629 -2.530
H -4.881 1.910 1.790
C 0.052 -2.989 3.889
O 2.901 0.823 2.333
C -5.301 3.026 -0.784
C -3.468 -3.464 -0.355
C -4.135 0.881 3.600
H -1.799 4.631 1.412
O 0.155 1.430 -0.311
C -1.260 1.498 -4.211
H 2.947 -3.685 -5.485
C 5.409 0.463 1.287
O 2.973 0.855 0.074
H 2.135 3.843 5.936
H -0.641 4.395 3.535
N -2.995 0.181 -4.631
H 2.920 -1.039 -5.571
H 6.220 -2.266 -4.220
C -3.626 -4.660 -1.004
H 0.338 -2.677 4.879
C -0.277 -3.356 1.713
*
```


Record 2
A 2-piece molecular cluster, C11H16NOS overall in a non-equilibrium geometry. Source: the Open Molecules 2025 dataset; level of theory: the ωB97M-V functional and the def2-TZVPD basis.

Results
Frontier orbital gap (alpha / beta): 7.385 / 7.385 eV

Structure (ORCA input):
```
! wB97M-V def2-TZVPD RIJCOSX def2/J DEFGRID3
* xyz 1 1
H 0.547 1.363 0.871
C -3.031 -1.283 1.512
C 0.855 -2.483 -1.289
C 1.632 -2.000 -0.312
H 1.705 1.744 -1.164
N -0.025 1.653 0.040
H -3.399 -1.579 2.478
C -1.109 2.535 0.519
H -1.725 2.852 -0.321
H -0.426 0.441 -1.675
H 0.011 -1.939 -1.674
C -3.656 -1.596 0.344
C 2.805 -2.742 0.264
H 1.310 3.249 -0.322
H -1.212 -0.241 2.130
C 1.363 -0.722 0.261
H 3.669 -2.089 0.364
C 0.891 2.392 -0.846
C -1.586 -0.292 -0.008
C -0.480 0.409 -0.598
H -4.563 -2.148 0.201
H 0.353 2.742 -1.724
H 1.040 -3.456 -1.716
O 1.738 -0.017 1.138
H 2.555 -3.121 1.254
S -2.820 -0.996 -1.025
C -1.852 -0.545 1.319
H 3.065 -3.582 -0.375
H -1.735 2.004 1.230
H -0.684 3.413 1.003
*
```


Record 3
A 10-piece molecular cluster, C12H41O12 overall in a non-equilibrium geometry. Source: the Open Molecules 2025 dataset; level of theory: the ωB97M-V functional and the def2-TZVPD basis.

Results
Frontier orbital gap: 9.083 eV

Structure (ORCA input):
```
! wB97M-V def2-TZVPD RIJCOSX def2/J DEFGRID3
* xyz -1 1
H 0.361 4.122 -4.357
C 0.798 3.205 1.670
H 3.401 -3.751 -0.847
H -1.432 -4.752 2.609
C 0.624 3.069 -2.725
O -1.542 0.334 -0.030
H 1.301 -1.978 -0.105
H 0.155 2.365 -2.242
H -1.526 0.550 -2.616
C -0.296 -0.215 0.213
H -1.637 2.522 -3.843
C -3.242 -0.599 3.059
H 1.853 1.453 -0.012
C 3.303 3.861 1.267
H 0.964 3.851 2.560
H 1.647 2.813 -2.968
H -1.468 1.038 -0.634
H -1.047 -2.481 1.369
O 1.920 -0.572 -3.167
O 1.681 -0.713 3.034
H 1.495 -0.218 -2.400
O -1.667 -3.087 1.547
H -1.482 -0.066 2.208
O -2.391 2.184 -3.472
H -4.053 0.107 3.533
C -2.198 0.761 -3.361
C 1.281 -0.085 4.187
H 1.570 -0.930 4.857
H 2.540 2.000 2.039
C -1.080 -3.844 2.582
H 3.057 -1.913 -0.911
H -3.138 0.353 -3.089
H 4.115 3.639 0.989
H -3.719 -1.578 -0.808
H 1.636 -2.154 -4.346
O -2.034 -0.002 2.917
O 1.520 -2.813 -0.248
O -2.024 -2.602 -1.775
C 2.253 2.709 1.301
H -3.967 -0.981 2.237
H -1.363 -3.335 3.427
H -3.911 -3.211 -1.556
O -0.061 -0.926 1.182
H 0.229 -1.285 -4.043
H 0.794 -2.395 -2.709
H -1.879 0.135 -4.177
H 0.104 2.287 1.900
H 1.840 0.828 4.554
H -0.009 -3.968 2.349
H 3.355 4.350 2.384
H -3.122 -1.492 3.655
H 0.474 3.672 0.908
H 2.879 4.550 0.767
H -1.828 -2.158 -1.013
H 0.958 -0.757 2.316
H 0.172 0.097 4.000
C -3.335 -2.312 -1.703
O 2.282 2.099 -0.005
H 0.656 3.833 -2.077
O 0.513 -0.106 -0.699
H -3.696 -2.064 -2.604
C 2.911 -2.847 -0.285
O -0.139 3.548 -3.931
C 1.174 -1.568 -3.555
H 3.473 -2.578 0.688
*
```


Relative energy (zero: lowest compared OMol25 entry of this formula, charge and spin) / kcal per mole: 0.00; 38.37; 52.32
Electronic energy / Eh: -4102.02419; -956.60021; -1384.34207